Record 1
DFT (ωB97M-V/def2-TZVPD) results for a molecular structure, C51H45FN5P2PtSe2.

As for the frontier orbital gap (spin up / spin down): 5.96 / 6.28 eV. As for the multiplicity: 3. The calculation puts the LUMO energy (spin up / spin down) at 2.1 / 1.7 eV. Its charge is -1. Its maximum force is 0.33 eV Å⁻¹. The calculation puts the energy above the lowest of the compared OMol25 structures with the same formula, charge and spin at 0.0 kcal/mol. As for the electronic energy: -216304.7532 eV.

Each line ends with the Mulliken charge.
CARTESIAN COORDINATES (ANGSTROEM)
1 Pt -1.593 0.080 -0.560  0.32
2 C -2.869 0.234 3.315  -1.25
3 C -3.817 -0.720 2.580  1.34
4 C -4.563 -1.607 3.579  -1.78
5 C -4.759 0.049 1.674  0.86
6 C -5.763 0.825 2.249  -0.56
7 C -6.644 1.549 1.466  -1.51
8 C -6.515 1.497 0.087  -1.18
9 C -5.518 0.744 -0.530  1.45
10 C -5.468 0.778 -2.052  0.38
11 C -5.851 -0.559 -2.696  -1.48
12 C -4.160 1.311 -2.641  -0.93
13 C -4.628 0.007 0.273  -1.68
14 N -3.597 -0.741 -0.348  2.09
15 C -3.813 -2.086 -0.469  -0.08
16 C -4.916 -2.781 0.083  -0.39
17 C -5.109 -4.144 -0.092  -1.05
18 C -4.209 -4.908 -0.821  -0.62
19 C -3.109 -4.262 -1.378  -0.61
20 C -2.938 -2.912 -1.197  0.37
21 F -1.856 -2.337 -1.797  -0.35
22 H -2.166 -0.321 3.941  0.46
23 H -3.439 0.916 3.954  0.40
24 H -2.292 0.832 2.610  0.10
25 H -3.223 -1.374 1.944  -0.23
26 H -5.115 -1.015 4.313  0.34
27 H -3.852 -2.232 4.126  0.44
28 H -5.271 -2.265 3.071  0.34
29 H -5.852 0.861 3.330  0.32
30 H -7.423 2.148 1.922  0.35
31 H -7.196 2.068 -0.535  0.37
32 H -6.239 1.501 -2.332  0.57
33 H -5.034 -1.280 -2.629  0.19
34 H -6.083 -0.409 -3.754  0.49
35 H -6.726 -1.000 -2.213  0.31
36 H -3.315 0.683 -2.365  -0.25
37 H -3.953 2.328 -2.301  0.23
38 H -4.227 1.324 -3.733  0.52
39 H -5.639 -2.212 0.653  0.50
40 H -5.979 -4.613 0.353  0.42
41 H -4.355 -5.971 -0.962  0.38
42 H -2.372 -4.795 -1.966  0.45
43 Se 4.424 2.884 -0.184  -0.40
44 P 4.305 1.129 -1.347  0.75
45 C 5.316 -0.231 -0.672  0.73
46 C 6.177 0.018 0.391  -0.53
47 C 6.997 -0.992 0.879  -0.62
48 C 6.966 -2.252 0.301  -0.56
49 C 6.107 -2.506 -0.761  -0.76
50 C 5.278 -1.503 -1.239  0.00
51 C 4.944 1.343 -3.043  0.66
52 C 5.690 2.476 -3.330  -0.58
53 C 6.249 2.647 -4.592  -0.58
54 C 6.059 1.686 -5.571  -0.47
55 C 5.303 0.554 -5.292  -0.82
56 C 4.745 0.384 -4.036  -0.19
57 C 2.632 0.518 -1.573  0.64
58 C 1.641 -0.007 -0.737  -0.89
59 N 0.495 0.051 -1.446  0.94
60 N 0.750 0.547 -2.641  -1.30
61 N 2.036 0.822 -2.745  -0.09
62 P 1.525 -0.637 0.924  0.90
63 Se -0.482 -1.314 1.311  -0.53
64 C 2.538 -2.129 1.090  0.88
65 C 2.441 -3.054 0.050  -0.61
66 C 2.935 -4.335 0.211  -0.76
67 C 3.534 -4.704 1.411  -0.50
68 C 3.635 -3.787 2.445  -0.87
69 C 3.128 -2.502 2.293  -0.48
70 C 2.064 0.640 2.074  0.59
71 C 3.348 0.703 2.603  0.29
72 C 3.685 1.722 3.481  -0.97
73 C 2.753 2.694 3.806  -0.72
74 C 1.477 2.651 3.257  -0.90
75 C 1.124 1.618 2.404  -0.57
76 H 6.201 1.014 0.817  0.30
77 H 7.660 -0.792 1.712  0.42
78 H 7.603 -3.041 0.682  0.40
79 H 6.073 -3.491 -1.208  0.40
80 H 4.594 -1.717 -2.050  0.18
81 H 5.823 3.225 -2.559  0.29
82 H 6.824 3.539 -4.807  0.39
83 H 6.488 1.822 -6.557  0.37
84 H 5.132 -0.190 -6.060  0.39
85 H 4.116 -0.474 -3.849  0.25
86 H 1.946 -2.771 -0.873  0.42
87 H 2.841 -5.052 -0.594  0.42
88 H 3.915 -5.709 1.540  0.42
89 H 4.094 -4.073 3.382  0.43
90 H 3.159 -1.814 3.126  0.53
91 H 4.101 -0.015 2.306  0.49
92 H 4.690 1.774 3.883  0.42
93 H 3.022 3.495 4.484  0.37
94 H 0.751 3.418 3.492  0.51
95 H 0.125 1.575 1.987  0.16
96 N -1.249 7.376 1.157  -0.63
97 C -1.322 6.269 0.849  -0.13
98 C -1.412 4.880 0.468  0.38
99 C -0.306 4.221 -0.066  -1.00
100 C -0.398 2.878 -0.395  -0.13
101 C -1.574 2.136 -0.199  -0.10
102 C -2.675 2.835 0.316  0.53
103 C -2.604 4.180 0.647  -0.85
104 H 0.621 4.760 -0.217  0.55
105 H 0.480 2.400 -0.812  0.49
106 H -3.617 2.324 0.471  0.08
107 H -3.470 4.691 1.051  0.51

=====

Record 2
DFT (ωB97M-V/def2-TZVPD) results for a molecular structure, C51H45LuN5O4SiTe at a distorted geometry.

As for the frontier orbital gap: 4.79 eV. As for the multiplicity: 1. The calculation puts the LUMO energy at 1.5 eV. Its charge is -1. Its maximum force is 5.60 eV Å⁻¹. The calculation puts the energy above the lowest of the compared OMol25 structures with the same formula, charge and spin at 0.0 kcal/mol. As for the electronic energy: -118050.1950 eV.

Each line ends with the Mulliken charge.
CARTESIAN COORDINATES (ANGSTROEM)
1 Lu -1.066 -0.681 0.172  0.54
2 C -1.992 5.802 0.883  -0.99
3 C -0.489 5.887 0.670  1.44
4 C 0.169 7.044 0.924  -0.65
5 C 1.521 7.221 0.707  -0.58
6 C 2.285 6.108 0.367  -0.79
7 C 1.644 4.954 -0.080  -0.51
8 C 0.279 4.838 0.173  -0.85
9 N -0.275 3.704 -0.446  0.74
10 C -0.628 2.509 0.131  -0.82
11 N -0.440 2.508 1.467  0.91
12 C -0.565 1.414 2.362  0.53
13 C -0.203 0.138 2.056  0.26
14 C -0.381 -0.814 3.024  -0.35
15 C -1.034 -0.564 4.287  -1.46
16 C -1.260 0.794 4.594  -0.85
17 C -0.899 1.783 3.705  0.79
18 C -0.950 3.255 4.075  -1.29
19 N -1.115 1.437 -0.605  0.44
20 C -1.194 1.622 -2.030  -0.31
21 C 0.011 1.946 -2.705  0.18
22 C -0.018 2.624 -3.895  -0.51
23 C -1.244 2.798 -4.579  -0.65
24 C -2.445 2.357 -3.935  -0.81
25 C -2.432 1.761 -2.697  0.97
26 C -3.737 1.265 -2.061  -0.88
27 H -2.283 5.281 1.749  0.15
28 H -2.399 5.221 0.007  0.21
29 H -2.513 6.830 0.748  0.37
30 H -0.420 7.926 1.118  0.38
31 H 1.933 8.207 0.580  0.36
32 H 3.369 6.213 0.171  0.33
33 H 2.210 4.220 -0.599  0.54
34 H -0.681 3.858 -1.346  0.35
35 H -0.154 3.427 1.840  -0.24
36 H 0.008 -1.825 2.844  0.13
37 H -1.280 -1.407 4.982  0.41
38 H -1.717 1.091 5.553  0.30
39 H -1.121 3.349 5.195  0.38
40 H -1.802 3.794 3.596  0.14
41 H 0.012 3.757 3.853  0.33
42 H 0.981 1.793 -2.151  0.21
43 H 0.925 2.761 -4.454  0.34
44 H -1.184 3.242 -5.585  0.35
45 H -3.408 2.662 -4.406  0.26
46 H -4.540 1.925 -2.476  0.52
47 H -3.636 1.374 -0.953  -0.23
48 H -3.986 0.211 -2.321  0.17
49 O -5.172 -4.413 2.641  -0.52
50 C -5.571 -3.157 2.638  0.35
51 O -6.708 -2.795 3.002  -0.64
52 C -4.638 -2.017 2.168  0.12
53 C -4.954 -0.653 2.271  -0.64
54 N -4.017 0.064 1.594  0.14
55 N -3.100 -0.763 0.993  -0.20
56 C -3.476 -2.071 1.384  -0.16
57 C -2.618 -3.196 1.061  0.88
58 O -2.843 -4.353 1.376  -0.97
59 O -1.528 -2.801 0.341  0.01
60 H -4.256 -4.473 2.179  0.42
61 H -5.727 -0.078 2.611  0.66
62 H -3.998 0.986 1.219  0.17
63 C 4.664 -2.581 -2.913  -0.67
64 C 4.132 -3.803 -2.437  -0.72
65 C 3.097 -3.727 -1.458  -0.52
66 C 2.670 -2.476 -0.954  0.99
67 C 3.239 -1.294 -1.391  0.11
68 C 4.281 -1.390 -2.290  -0.99
69 Si 1.582 -2.400 0.582  0.71
70 C 2.661 -1.492 1.920  0.97
71 C 2.969 -0.130 1.716  -0.30
72 C 3.839 0.510 2.596  -1.14
73 C 4.378 -0.199 3.690  -0.50
74 C 4.022 -1.499 3.949  -0.98
75 C 3.167 -2.144 3.016  0.07
76 C 1.733 -4.228 1.210  0.28
77 C 0.624 -5.023 1.450  -0.60
78 C 0.759 -6.413 1.618  -0.39
79 C 2.023 -7.014 1.810  -0.66
80 C 3.123 -6.221 1.576  -0.66
81 C 2.995 -4.852 1.271  0.16
82 H 5.286 -2.511 -3.827  0.29
83 H 4.514 -4.818 -2.654  0.34
84 H 2.588 -4.605 -1.170  0.66
85 H 3.034 -0.351 -0.877  0.13
86 H 4.865 -0.503 -2.390  0.39
87 H 2.581 0.375 0.857  0.18
88 H 4.152 1.530 2.400  0.42
89 H 4.995 0.304 4.453  0.27
90 H 4.528 -2.021 4.752  0.41
91 H 2.918 -3.202 3.234  0.23
92 H -0.416 -4.670 1.295  -0.23
93 H -0.154 -7.074 1.677  0.32
94 H 2.123 -8.091 2.022  0.33
95 H 4.165 -6.620 1.497  0.30
96 H 3.918 -4.314 0.994  0.54
97 Te -1.313 -2.638 -2.552  -0.30
98 C -1.010 -1.695 -4.467  0.01
99 C -2.001 -1.321 -5.365  -0.30
100 C -1.708 -0.668 -6.583  -0.47
101 C -0.361 -0.444 -6.924  -0.72
102 C 0.601 -0.696 -5.963  -0.38
103 C 0.318 -1.419 -4.808  -0.41
104 H -3.025 -1.483 -5.086  0.41
105 H -2.433 -0.284 -7.254  0.42
106 H -0.080 -0.090 -7.893  0.38
107 H 1.611 -0.272 -6.062  0.37
108 H 1.097 -1.942 -4.251  0.33

=====

Q: Among the records above, which one has the lowest electronic energy?
A: C51H45FN5P2PtSe2

=====

Q: multiplicity of number 1 (C51H45FN5P2PtSe2)?
A: 3